#A
Formula: C27H37BF5N7O2SSbZr
Source: the Open Molecules 2025 dataset
Level of theory: wB97M-V/def2-TZVPD

Geometry as ORCA input:
```
! RIJCOSX wB97M-V def2-TZVPD def2/J DEFGRID3
* xyz 1 1
Zr 0.305 -0.088 0.526
C 0.588 2.691 3.097
C -0.671 2.073 3.708
C -0.974 2.688 5.072
C -0.533 0.579 3.804
C -0.618 -0.213 4.948
C -0.289 -1.490 4.535
N -0.037 -1.468 3.226
N -0.198 -0.195 2.754
B 0.644 -2.577 2.386
N -0.173 -2.858 1.081
C -1.004 -3.881 0.860
C -1.315 -3.921 -0.484
C -0.601 -2.871 -1.067
N 0.083 -2.217 -0.109
C -0.507 -2.495 -2.515
C -1.891 -2.224 -3.103
C 0.226 -3.595 -3.287
N 2.048 -2.088 1.981
C 3.229 -2.674 2.190
C 4.224 -1.884 1.651
C 3.566 -0.788 1.089
N 2.245 -0.916 1.297
C 4.158 0.354 0.322
C 4.314 -0.047 -1.149
C 5.493 0.791 0.919
H 0.507 3.778 3.083
H 0.753 2.375 2.064
H 1.471 2.425 3.682
H -1.513 2.300 3.049
H -0.154 2.515 5.771
H -1.888 2.282 5.507
H -1.101 3.765 4.970
H -0.865 0.101 5.945
H -0.202 -2.411 5.088
H 0.711 -3.572 3.043
H -1.296 -4.530 1.670
H -1.946 -4.635 -0.984
H 0.080 -1.580 -2.579
H -2.523 -3.113 -3.067
H -1.798 -1.926 -4.147
H -2.401 -1.423 -2.564
H -0.335 -4.531 -3.272
H 1.214 -3.785 -2.866
H 0.350 -3.293 -4.327
H 3.281 -3.610 2.720
H 5.283 -2.073 1.668
H 3.459 1.190 0.375
H 5.009 -0.883 -1.249
H 4.704 0.790 -1.729
H 3.360 -0.347 -1.586
H 6.241 -0.002 0.846
H 5.392 1.068 1.969
H 5.878 1.652 0.374
C -3.851 2.284 1.681
Sb -2.317 1.489 0.435
C -3.132 -0.497 0.372
C -2.946 2.209 -1.454
H -4.815 1.982 1.274
H -3.795 3.371 1.707
H -3.751 1.897 2.693
H -4.109 -0.480 -0.111
H -3.250 -0.854 1.395
H -2.498 -1.194 -0.182
H -4.016 2.045 -1.569
H -2.395 1.666 -2.219
H -2.728 3.273 -1.530
O -0.300 0.329 -1.363
N 0.367 1.592 -1.385
O 1.240 1.472 -0.260
F -3.122 2.631 -6.359
C -2.078 2.418 -5.576
C -1.625 3.428 -4.741
F -2.249 4.601 -4.725
C -0.535 3.194 -3.924
F -0.134 4.170 -3.120
C 0.113 1.961 -3.914
S 1.428 1.659 -2.788
C -0.364 0.967 -4.758
F 0.213 -0.233 -4.783
C -1.446 1.184 -5.591
F -1.890 0.221 -6.392
*
```

The LUMO energy is -3.198 eV. As for the gap between HOMO and LUMO: 8.309 eV.

#B
Formula: C27H37BF5N7O2SSbZr
Source: the Open Molecules 2025 dataset
Level of theory: wB97M-V/def2-TZVPD

Geometry as ORCA input:
```
! RIJCOSX wB97M-V def2-TZVPD def2/J DEFGRID3
* xyz 1 1
Zr 0.341 0.003 -0.420
C 0.099 -1.703 -3.990
C 0.523 -0.295 -4.423
C 0.784 -0.243 -5.923
C 1.718 0.138 -3.634
C 3.016 0.387 -4.083
C 3.757 0.628 -2.947
N 2.950 0.564 -1.886
N 1.678 0.263 -2.296
B 3.329 0.311 -0.420
N 2.299 1.167 0.422
C 2.381 2.511 0.634
C 1.784 2.801 1.830
C 1.318 1.562 2.328
N 1.651 0.579 1.494
C 0.521 1.279 3.563
C 0.564 2.443 4.547
C 0.956 -0.035 4.214
N 3.058 -1.157 -0.072
C 3.883 -2.092 0.406
C 3.172 -3.258 0.603
C 1.858 -2.961 0.231
N 1.804 -1.686 -0.182
C 0.634 -3.826 0.269
C 0.118 -3.930 1.708
C 0.917 -5.206 -0.323
H -0.807 -2.007 -4.512
H -0.119 -1.759 -2.921
H 0.891 -2.422 -4.211
H -0.286 0.402 -4.201
H 1.579 -0.937 -6.207
H 1.069 0.760 -6.246
H -0.115 -0.532 -6.467
H 3.367 0.379 -5.101
H 4.809 0.834 -2.818
H 4.467 0.600 -0.211
H 2.894 3.146 -0.073
H 1.691 3.768 2.293
H -0.507 1.166 3.206
H 1.587 2.647 4.874
H -0.023 2.199 5.433
H 0.150 3.357 4.115
H 1.989 0.033 4.561
H 0.882 -0.867 3.514
H 0.322 -0.255 5.073
H 4.926 -1.865 0.567
H 3.553 -4.198 0.964
H -0.132 -3.338 -0.334
H 0.855 -4.423 2.346
H -0.802 -4.515 1.738
H -0.090 -2.944 2.125
H 1.662 -5.740 0.273
H 1.287 -5.134 -1.347
H 0.006 -5.805 -0.327
C -2.982 1.750 -4.504
Sb -2.591 0.571 -2.750
C -4.340 1.238 -1.723
C -1.219 2.131 -2.016
H -3.217 2.775 -4.214
H -3.833 1.327 -5.039
H -2.119 1.754 -5.172
H -5.190 1.002 -2.365
H -4.315 2.313 -1.551
H -4.447 0.717 -0.778
H -0.950 2.689 -2.913
H -0.238 1.913 -1.563
H -1.737 2.774 -1.307
O -1.038 0.909 0.729
N -2.007 -0.100 0.483
O -1.257 -1.140 -0.185
F -3.869 3.388 5.696
C -3.560 2.423 4.840
C -2.971 1.255 5.289
F -2.697 1.098 6.581
C -2.657 0.263 4.384
F -2.074 -0.854 4.834
C -2.906 0.392 3.022
S -2.388 -0.946 1.998
C -3.524 1.561 2.601
F -3.840 1.747 1.319
C -3.837 2.573 3.494
F -4.415 3.687 3.053
*
```

The LUMO energy is -3.567 eV. As for the gap between HOMO and LUMO: 7.578 eV.

It comes down to #A, which is 32.7 kcal/mol more stable than the next structure.